# 1
Here is a 2-piece molecular cluster, C27H42N3O2 overall from the OMol25 dataset. Energies are from ωB97M-V with the def2-TZVPD basis set.

HOMO level = -7.65 eV
strongest force on any atom = 1.27 eV/Å
HOMO-LUMO gap = 1.45 eV
net charge = +1

Last columns: bonded neighbours and bond lengths (Å).
CARTESIAN COORDINATES (ANGSTROEM)
1 C -6.630 -3.517 -2.750  C2 1.331, H19 1.100, H20 1.104
2 C -6.643 -2.923 -1.559  C1 1.331, N3 1.434, H21 1.104
3 N -6.111 -3.474 -0.346  C2 1.434, C4 1.515, H22 1.017
4 C -4.640 -3.168 -0.150  N3 1.515, C5 1.558, C6 1.550, C16 1.597
5 C -3.865 -4.334 -0.834  C4 1.558, H23 1.112, H24 1.111, H25 1.114
6 C -4.439 -3.052 1.382  C4 1.550, C7 1.551, H26 1.108, H27 1.118
7 C -2.954 -3.162 1.816  C6 1.551, C8 1.547, H28 1.118, H29 1.113
8 C -2.022 -2.404 0.841  C7 1.547, C9 1.558, H30 1.124, H31 1.104
9 C -1.884 -0.885 1.157  C8 1.558, C10 1.579, H32 1.105, H33 1.117
10 C -0.786 -0.317 0.175  C9 1.579, C11 1.566, H34 1.109, H35 1.127
11 C -1.381 0.619 -0.932  C10 1.566, C12 1.568, H36 1.117, H37 1.113
12 C -1.289 0.044 -2.388  C11 1.568, C13 1.566, H38 1.110, H39 1.113
13 C 0.118 -0.523 -2.775  C12 1.566, C14 1.566, H40 1.117, H41 1.118
14 C 0.109 -1.954 -3.411  C13 1.566, C15 1.556, H42 1.120, H43 1.111
15 C -0.832 -2.980 -2.714  C14 1.556, H44 1.112, H45 1.105, H46 1.112
16 C -4.408 -1.762 -0.871  C4 1.597, O17 1.242, O18 1.259
17 O -4.776 -0.756 -0.241  C16 1.242
18 O -3.837 -1.685 -1.990  C16 1.259
19 H -6.369 -4.575 -2.907  C1 1.100
20 H -6.859 -2.897 -3.633  C1 1.104
21 H -7.098 -1.917 -1.523  C2 1.104
22 H -6.266 -4.478 -0.310  N3 1.017
23 H -3.661 -4.084 -1.899  C5 1.112
24 H -4.412 -5.301 -0.827  C5 1.111
25 H -2.867 -4.543 -0.386  C5 1.114
26 H -4.947 -2.154 1.785  C6 1.108
27 H -4.990 -3.910 1.843  C6 1.118
28 H -2.862 -2.688 2.824  C7 1.118
29 H -2.631 -4.215 1.976  C7 1.113
30 H -0.991 -2.829 0.974  C8 1.124
31 H -2.266 -2.538 -0.228  C8 1.104
32 H -2.838 -0.332 1.076  C9 1.105
33 H -1.465 -0.761 2.184  C9 1.117
34 H -0.235 -1.199 -0.211  C10 1.109
35 H -0.044 0.289 0.769  C10 1.127
36 H -0.974 1.658 -0.878  C11 1.117
37 H -2.466 0.716 -0.706  C11 1.113
38 H -2.130 -0.668 -2.514  C12 1.110
39 H -1.491 0.902 -3.066  C12 1.113
40 H 0.559 0.167 -3.536  C13 1.117
41 H 0.851 -0.535 -1.930  C13 1.118
42 H 1.150 -2.354 -3.302  C14 1.120
43 H -0.072 -1.915 -4.506  C14 1.111
44 H -1.894 -2.724 -2.920  C15 1.112
45 H -0.706 -3.034 -1.618  C15 1.105
46 H -0.668 -3.969 -3.197  C15 1.112
47 C 2.726 -1.189 0.878  N48 1.477, H61 1.088, H62 1.091, H63 1.086
48 N 3.289 0.167 1.043  C47 1.477, C49 1.342, C53 1.340
49 C 2.961 1.104 0.141  N48 1.342, C50 1.379, H64 1.086
50 C 3.422 2.397 0.271  C49 1.379, C51 1.391, H65 1.083
51 C 4.231 2.743 1.348  C50 1.391, C52 1.394, C54 1.481
52 C 4.570 1.738 2.252  C51 1.394, C53 1.380, H66 1.083
53 C 4.089 0.457 2.079  N48 1.340, C52 1.380, H67 1.081
54 C 4.699 4.133 1.553  C51 1.481, C55 1.392, C59 1.393
55 C 4.395 4.817 2.727  C54 1.392, C56 1.379, H68 1.083
56 C 4.873 6.094 2.932  C55 1.379, N57 1.342, H69 1.082
57 N 5.639 6.693 2.007  C56 1.342, C58 1.344, C60 1.482
58 C 5.932 6.070 0.852  N57 1.344, C59 1.378, H70 1.082
59 C 5.472 4.796 0.602  C54 1.393, C58 1.378, H71 1.083
60 C 6.189 8.046 2.255  N57 1.482, H72 1.088, H73 1.088, H74 1.086
61 H 3.010 -1.558 -0.105  C47 1.088
62 H 1.642 -1.090 0.966  C47 1.091
63 H 3.106 -1.854 1.649  C47 1.086
64 H 2.312 0.802 -0.676  C49 1.086
65 H 3.122 3.133 -0.465  C50 1.083
66 H 5.213 1.943 3.099  C52 1.083
67 H 4.330 -0.341 2.768  C53 1.081
68 H 3.779 4.362 3.494  C55 1.083
69 H 4.655 6.645 3.837  C56 1.082
70 H 6.549 6.608 0.144  C58 1.082
71 H 5.744 4.317 -0.331  C59 1.083
72 H 5.864 8.700 1.449  C60 1.088
73 H 7.274 7.966 2.279  C60 1.088
74 H 5.824 8.421 3.207  C60 1.086

Löwdin population analysis, charges in e, atoms 1 to 5: atom 1 (C): -0.004, atom 2 (C): -0.239, atom 3 (N): -0.002, atom 4 (C): -0.391, atom 5 (C): -0.033

=====

# 2
Here is a 4-piece molecular cluster, C27H42O12Si overall from the OMol25 dataset. Energies are from ωB97M-V with the def2-TZVPD basis set.

HOMO level = -9.77 eV
strongest force on any atom = 0.43 eV/Å
SMILES string = C[Si](C)(C)OCCC1=CC(=O)c2ccccc2C1=O.CCOC(=O)OC.CCOC(=O)OC.CCOC(=O)OC
HOMO-LUMO gap = 8.87 eV

Last columns: bonded neighbours and bond lengths (Å).
CARTESIAN COORDINATES (ANGSTROEM)
1 C -1.777 -4.783 1.349  Si2 1.867, H20 1.090, H21 1.091, H22 1.091
2 Si 0.086 -4.855 1.431  C1 1.867, C3 1.866, C4 1.874, O5 1.665
3 C 0.627 -5.485 3.102  Si2 1.866, H23 1.093, H24 1.089, H25 1.090
4 C 0.798 -3.138 1.189  Si2 1.874, H26 1.091, H27 1.093, H28 1.089
5 O 0.531 -5.912 0.223  Si2 1.665, C6 1.420
6 C 1.900 -6.195 -0.029  O5 1.420, C7 1.523, H29 1.095, H30 1.091
7 C 2.541 -5.256 -1.042  C6 1.523, C8 1.504, H31 1.093, H32 1.091
8 C 1.885 -5.192 -2.394  C7 1.504, C9 1.340, C18 1.502
9 C 0.572 -5.041 -2.616  C8 1.340, C10 1.480, H33 1.079
10 C 0.033 -4.972 -3.992  C9 1.480, O11 1.209, C12 1.490
11 O -1.081 -5.352 -4.270  C10 1.209
12 C 0.960 -4.402 -5.009  C10 1.490, C13 1.391, C17 1.398
13 C 0.493 -3.729 -6.131  C12 1.391, C14 1.390, H34 1.081
14 C 1.404 -3.203 -7.040  C13 1.390, C15 1.397, H35 1.081
15 C 2.775 -3.380 -6.844  C14 1.397, C16 1.390, H36 1.081
16 C 3.243 -4.081 -5.740  C15 1.390, C17 1.392, H37 1.081
17 C 2.333 -4.578 -4.812  C12 1.398, C16 1.392, C18 1.489
18 C 2.791 -5.292 -3.588  C8 1.502, C17 1.489, O19 1.208
19 O 3.843 -5.884 -3.541  C18 1.208
20 H -2.151 -3.901 1.869  C1 1.090
21 H -2.193 -5.678 1.813  C1 1.091
22 H -2.126 -4.754 0.316  C1 1.091
23 H 0.195 -4.829 3.861  C3 1.093
24 H 0.275 -6.498 3.291  C3 1.089
25 H 1.710 -5.447 3.222  C3 1.090
26 H 1.800 -3.041 1.610  C4 1.091
27 H 0.156 -2.450 1.743  C4 1.093
28 H 0.809 -2.805 0.152  C4 1.089
29 H 2.485 -6.155 0.896  C6 1.095
30 H 1.961 -7.219 -0.402  C6 1.091
31 H 2.584 -4.241 -0.640  C7 1.093
32 H 3.573 -5.577 -1.186  C7 1.091
33 H -0.128 -4.971 -1.798  C9 1.079
34 H -0.573 -3.623 -6.283  C13 1.081
35 H 1.052 -2.662 -7.907  C14 1.081
36 H 3.483 -2.977 -7.555  C15 1.081
37 H 4.302 -4.241 -5.588  C16 1.081
38 C -5.450 0.417 1.153  C39 1.512, H45 1.091, H46 1.090, H47 1.089
39 C -4.272 1.085 0.480  C38 1.512, O40 1.439, H48 1.088, H49 1.090
40 O -3.181 0.171 0.269  C39 1.439, C41 1.332
41 C -3.327 -0.664 -0.758  O40 1.332, O42 1.203, O43 1.334
42 O -4.260 -0.705 -1.517  C41 1.203
43 O -2.277 -1.487 -0.772  C41 1.334, C44 1.430
44 C -2.325 -2.493 -1.786  O43 1.430, H50 1.088, H51 1.089, H52 1.086
45 H -5.139 -0.047 2.090  C38 1.091
46 H -6.218 1.159 1.372  C38 1.090
47 H -5.884 -0.349 0.513  C38 1.089
48 H -3.852 1.862 1.117  C39 1.088
49 H -4.551 1.536 -0.471  C39 1.090
50 H -2.461 -2.050 -2.770  C44 1.088
51 H -3.127 -3.202 -1.587  C44 1.089
52 H -1.366 -3.003 -1.745  C44 1.086
53 C -1.241 3.422 -0.605  C54 1.512, H60 1.091, H61 1.091, H62 1.089
54 C -0.543 4.065 0.572  C53 1.512, O55 1.439, H63 1.088, H64 1.090
55 O -0.196 5.438 0.314  C54 1.439, C56 1.332
56 C -1.204 6.303 0.398  O55 1.332, O57 1.203, O58 1.334
57 O -2.345 6.045 0.680  C56 1.203
58 O -0.729 7.519 0.120  C56 1.334, C59 1.431
59 C -1.711 8.560 0.158  O58 1.431, H65 1.088, H66 1.088, H67 1.086
60 H -0.631 3.506 -1.505  C53 1.091
61 H -1.415 2.365 -0.399  C53 1.091
62 H -2.202 3.898 -0.798  C53 1.089
63 H 0.411 3.578 0.767  C54 1.088
64 H -1.146 4.014 1.478  C54 1.090
65 H -2.225 8.569 1.116  C59 1.088
66 H -2.434 8.427 -0.645  C59 1.088
67 H -1.163 9.487 0.016  C59 1.086
68 C 1.695 7.925 2.776  C69 1.512, H75 1.091, H76 1.090, H77 1.089
69 C 2.134 6.497 2.537  C68 1.512, O70 1.439, H78 1.088, H79 1.088
70 O 3.074 6.046 3.530  C69 1.439, C71 1.329
71 C 2.544 5.706 4.701  O70 1.329, O72 1.204, O73 1.334
72 O 1.374 5.714 4.985  C71 1.204
73 O 3.540 5.399 5.534  C71 1.334, C74 1.430
74 C 3.120 5.066 6.860  O73 1.430, H80 1.088, H81 1.089, H82 1.086
75 H 2.562 8.585 2.826  C68 1.091
76 H 1.055 8.248 1.955  C68 1.090
77 H 1.138 8.013 3.707  C68 1.089
78 H 2.672 6.413 1.595  C69 1.088
79 H 1.286 5.816 2.506  C69 1.088
80 H 2.388 4.261 6.841  C74 1.088
81 H 2.692 5.937 7.353  C74 1.089
82 H 4.016 4.746 7.381  C74 1.086

Löwdin population analysis, charges in e, atoms 1 to 5: atom 1 (C): -0.142, atom 2 (Si): 0.398, atom 3 (C): -0.159, atom 4 (C): -0.153, atom 5 (O): -0.227

=====

Question: Which of these has the highest strongest force on any atom?
Answer: C27H42N3O2

=====

Question: Among the records above, which one has the lowest HOMO-LUMO gap?
Answer: C27H42N3O2

=====

Question: Which of these has the highest strongest force on any atom?
Answer: C27H42N3O2